Molecular formula: C44H124N8O20
Method: DFT, the ωB97M-V functional and the def2-TZVPD basis

Cartesian coordinates (Å):
C (1.9228, -0.7699, -4.3420)
C (2.5729, -0.9169, -2.8965)
C (2.2766, -2.3198, -2.2264)
O (2.8884, -3.2459, -3.0987)
C (2.6840, -4.5614, -2.8228)
N (3.9745, -0.4946, -2.6379)
H (2.3370, -1.3646, -5.1373)
H (2.0899, 0.2893, -4.6382)
H (0.8410, -0.9628, -4.2620)
H (2.0659, -0.1338, -2.2471)
H (1.2053, -2.4302, -2.2977)
H (2.7108, -2.4204, -1.2052)
H (2.8719, -5.1573, -3.6777)
H (1.6287, -4.7906, -2.6151)
H (3.2750, -5.0197, -2.0164)
H (4.0686, 0.4404, -3.0803)
H (4.6268, -1.0624, -3.1053)
C (3.2461, 6.6760, 1.3470)
C (3.5125, 5.1774, 1.4909)
C (2.2421, 4.4768, 1.0982)
O (1.2431, 4.7868, 2.1046)
C (0.0389, 4.1048, 1.7746)
N (4.6772, 4.7928, 0.7950)
H (2.3914, 7.0339, 1.8887)
H (3.0360, 6.8833, 0.3217)
H (4.1489, 7.2398, 1.5490)
H (3.7442, 4.9463, 2.5761)
H (2.3844, 3.4052, 0.9902)
H (1.7767, 4.8677, 0.1877)
H (0.0615, 3.0280, 1.8542)
H (-0.3795, 4.3681, 0.7792)
H (-0.7039, 4.4816, 2.4381)
H (4.7603, 3.7840, 0.8110)
H (4.7205, 5.1651, -0.1639)
C (-6.1958, 0.6426, -0.3428)
C (-5.5737, -0.5978, -1.0377)
C (-6.3710, -0.8532, -2.3003)
O (-7.7644, -1.0782, -1.9860)
C (-8.1236, -2.3117, -1.4373)
N (-4.1993, -0.4657, -1.4811)
H (-5.5462, 1.1552, 0.3759)
H (-7.1129, 0.3416, 0.1855)
H (-6.4601, 1.3488, -1.1233)
H (-5.5295, -1.4556, -0.4416)
H (-5.8333, -1.6022, -2.8683)
H (-6.3986, 0.0405, -2.9325)
H (-9.1734, -2.2401, -1.1217)
H (-7.3955, -2.5856, -0.6462)
H (-8.0191, -3.0972, -2.2230)
H (-4.0267, 0.3496, -2.0708)
H (-3.5721, -0.3534, -0.6840)
C (-1.3373, 4.2691, -3.4661)
C (-2.2900, 3.9325, -2.3391)
C (-1.9659, 2.5114, -1.7362)
O (-2.4249, 1.5831, -2.7365)
C (-1.3822, 0.8318, -3.2966)
N (-2.0996, 4.9556, -1.2446)
H (-0.3009, 4.2070, -3.0962)
H (-1.5408, 5.2550, -3.8339)
H (-1.5006, 3.5865, -4.3014)
H (-3.3574, 3.9589, -2.6532)
H (-2.4798, 2.3694, -0.8237)
H (-0.8671, 2.5599, -1.5961)
H (-1.8260, 0.0756, -3.9071)
H (-0.7850, 0.3557, -2.5195)
H (-0.7257, 1.4745, -3.8709)
H (-2.0398, 5.8200, -1.7750)
H (-2.9207, 4.9619, -0.5932)
C (3.1411, 3.4718, -5.9483)
C (1.9904, 3.7983, -5.0077)
C (2.5197, 4.2861, -3.6295)
O (3.0335, 3.4021, -2.7113)
C (2.0687, 2.5655, -2.1569)
N (1.2765, 4.9092, -5.6932)
H (2.8235, 3.1408, -6.9332)
H (3.8229, 2.6750, -5.6228)
H (3.6840, 4.3959, -6.0083)
H (1.3408, 2.8799, -4.8880)
H (1.5733, 4.7107, -3.2241)
H (3.2467, 5.0817, -3.8842)
H (1.7226, 1.8080, -2.9004)
H (1.1734, 3.0906, -1.8264)
H (2.5630, 2.0872, -1.3107)
H (1.1102, 4.6080, -6.6308)
H (0.3799, 5.0372, -5.2438)
C (8.1823, -1.2858, 0.9381)
C (7.2099, -1.4233, -0.2334)
C (7.1348, -2.8937, -0.7376)
O (6.3295, -2.8860, -1.8823)
C (6.1685, -4.1135, -2.5236)
N (5.8945, -0.9768, 0.2392)
H (7.6829, -1.8535, 1.7973)
H (8.2928, -0.2162, 1.1905)
H (9.1892, -1.6108, 0.7894)
H (7.5539, -0.9068, -1.1318)
H (6.7482, -3.6980, 0.0143)
H (8.1655, -3.1234, -1.1136)
H (5.7258, -4.9340, -1.9130)
H (7.0776, -4.5649, -2.8755)
H (5.4421, -4.0322, -3.3494)
H (5.2543, -1.0729, -0.5918)
H (5.9113, 0.0216, 0.4937)
C (-3.5826, -2.0688, 5.6166)
C (-4.9331, -2.5809, 4.8836)
C (-5.5079, -1.5418, 3.9941)
O (-5.7572, -0.3743, 4.6889)
C (-5.9336, 0.9594, 4.0471)
N (-4.7451, -3.7436, 4.0443)
H (-2.8759, -1.5864, 4.8771)
H (-3.0793, -2.9262, 6.0788)
H (-3.8580, -1.3672, 6.4126)
H (-5.7275, -2.7313, 5.6637)
H (-6.4265, -2.0319, 3.6069)
H (-4.9355, -1.3194, 3.0860)
H (-5.8631, 1.6256, 4.8815)
H (-6.9296, 0.9263, 3.5984)
H (-5.1935, 1.2488, 3.3241)
H (-4.2617, -4.4381, 4.5808)
H (-5.6974, -4.0478, 3.8789)
C (1.1723, -0.0437, 0.2159)
C (0.4649, -0.3860, 1.5486)
C (-0.9859, -0.8696, 1.4171)
O (-1.8187, 0.1280, 0.9479)
C (-2.3205, 1.0826, 1.8485)
N (1.2047, -1.5526, 2.2068)
H (2.2026, 0.3205, 0.3275)
H (0.4924, 0.7042, -0.3054)
H (1.1036, -0.9505, -0.3759)
H (0.3772, 0.4750, 2.2220)
H (-1.2689, -1.2021, 2.3840)
H (-1.2537, -1.5883, 0.6310)
H (-2.7136, 1.9281, 1.2727)
H (-1.5014, 1.4680, 2.4827)
H (-3.1566, 0.6860, 2.3957)
H (2.0707, -1.6804, 1.7512)
H (1.5168, -1.4193, 3.1621)
C (3.3470, 1.1970, 3.5954)
C (2.1895, 1.8017, 4.3231)
O (1.1458, 0.8869, 4.6385)
O (3.9103, 0.2082, 4.4241)
H (4.0696, 1.9775, 3.3737)
H (2.9624, 0.7393, 2.7038)
H (1.7151, 2.6046, 3.7128)
H (2.4426, 2.2178, 5.2949)
H (1.5308, 0.0922, 4.9779)
H (4.3775, -0.3456, 3.7805)
C (5.0925, -3.0710, 3.0068)
C (4.4962, -4.4121, 2.6886)
O (4.4384, -4.7202, 1.3271)
O (4.3189, -1.9410, 2.5567)
H (6.1011, -3.0491, 2.6155)
H (5.1681, -3.0267, 4.0786)
H (3.5409, -4.4753, 3.2332)
H (5.1757, -5.1411, 3.1608)
H (3.8571, -4.0830, 0.9264)
H (4.8412, -1.6781, 1.7603)
C (-3.3541, -3.1875, 1.0449)
C (-4.6924, -3.9213, 0.7790)
O (-4.9826, -4.0099, -0.6353)
O (-2.3536, -3.8691, 0.3151)
H (-3.2024, -3.1899, 2.1321)
H (-3.4507, -2.1097, 0.7660)
H (-5.5712, -3.4027, 1.2646)
H (-4.6199, -4.9087, 1.1766)
H (-4.1812, -4.4182, -0.9791)
H (-1.5427, -4.0427, 0.8645)
C (-2.5321, -2.9243, -3.5506)
C (-1.5279, -2.6471, -2.4152)
O (-0.6799, -3.7139, -2.0400)
O (-3.4640, -1.9006, -3.7169)
H (-3.0145, -3.9063, -3.2297)
H (-2.0171, -3.0997, -4.4969)
H (-2.0650, -2.2722, -1.5794)
H (-0.8568, -1.9065, -2.8972)
H (-1.2450, -4.2664, -1.5005)
H (-3.6706, -1.5718, -2.8152)
C (0.9124, -5.1470, 2.0438)
C (1.3466, -5.4820, 0.6602)
O (1.9440, -4.2952, 0.1834)
O (-0.0725, -4.1584, 1.9080)
H (1.7627, -4.8485, 2.6799)
H (0.4650, -6.0219, 2.5723)
H (0.4677, -5.8159, 0.1626)
H (2.1098, -6.2926, 0.5680)
H (1.3375, -3.9087, -0.4745)
H (0.3582, -3.2479, 1.8502)
C (-4.0775, 4.6288, 2.1133)
C (-3.4127, 5.9436, 2.0743)
O (-4.4273, 6.9266, 2.0092)
O (-4.8841, 4.2726, 3.2244)
H (-3.3236, 3.8260, 2.1263)
H (-4.6801, 4.5638, 1.2043)
H (-2.7538, 5.9946, 1.1981)
H (-2.8095, 6.0283, 2.9501)
H (-4.1076, 7.8134, 2.1144)
H (-5.3655, 4.9840, 3.6686)

Atoms 1-3, force components in eV/Å:
C 0.66 0.94 1.44
C -0.82 0.41 1.67
C 1.25 1.53 -1.46

Results
Frontier orbital gap = 9.51 eV
Total energy = -100501.7425 eV
E_LUMO = 0.42 eV
Total charge = 0

***

Molecular formula: C44H127N5O17
Method: DFT, the ωB97M-V functional and the def2-TZVPD basis

Cartesian coordinates (Å):
C (9.7876, 15.7747, 20.4034)
C (8.3293, 16.0911, 20.5666)
O (8.0725, 17.4464, 20.1625)
H (10.0168, 15.9254, 19.3402)
H (9.8336, 14.6950, 20.5339)
H (10.3660, 16.4198, 21.0600)
H (8.0501, 15.9966, 21.5944)
H (7.6954, 15.4466, 19.9719)
H (7.1397, 17.5360, 19.8847)
C (13.3204, 16.1592, 11.2548)
C (14.2592, 14.9887, 11.0574)
O (13.8685, 14.3587, 9.8431)
H (13.4286, 16.6007, 12.2214)
H (12.3183, 15.7329, 11.2875)
H (13.4625, 16.9169, 10.5132)
H (14.2528, 14.2896, 11.9066)
H (15.3176, 15.2731, 10.8889)
H (14.5024, 13.5963, 9.7763)
C (17.0308, 16.1375, 14.0358)
C (17.7812, 16.5308, 12.7995)
O (18.3105, 15.4358, 12.0494)
H (16.0413, 15.6506, 13.8506)
H (16.9406, 16.9684, 14.7417)
H (17.7114, 15.4489, 14.5493)
H (18.5451, 17.2611, 13.0246)
H (17.0645, 16.9810, 12.1120)
H (19.2373, 15.3458, 12.2671)
C (14.0463, 14.9933, 20.9423)
C (15.1428, 14.3123, 20.1114)
O (16.4401, 14.4908, 20.6767)
H (14.2220, 16.0770, 21.0126)
H (14.0132, 14.5091, 21.8853)
H (13.0969, 14.8338, 20.3563)
H (15.0432, 14.6831, 19.0598)
H (14.9646, 13.2416, 20.1435)
H (16.9125, 15.2996, 20.5038)
C (14.9068, 18.8716, 23.8375)
C (15.6253, 20.1466, 23.4197)
O (14.8543, 21.0173, 22.5905)
H (14.4582, 18.4195, 22.9555)
H (14.1178, 19.0139, 24.5784)
H (15.6323, 18.1476, 24.2019)
H (16.4867, 19.9122, 22.8016)
H (16.0355, 20.6864, 24.3060)
H (13.9610, 20.9942, 22.9616)
C (11.3596, 18.9127, 22.4885)
C (11.0426, 19.9765, 23.4941)
O (12.0945, 20.9557, 23.5005)
H (10.7129, 18.0347, 22.5123)
H (12.3650, 18.5173, 22.5692)
H (11.2848, 19.4145, 21.5214)
H (10.9574, 19.5769, 24.4980)
H (10.0629, 20.4850, 23.2346)
H (11.9587, 21.5654, 24.2383)
C (11.5234, 21.1716, 12.8080)
C (11.6809, 21.2149, 14.3148)
O (11.2808, 20.0146, 14.9422)
H (10.5793, 20.7304, 12.5390)
H (12.3082, 20.6427, 12.3061)
H (11.5876, 22.1871, 12.4886)
H (11.0502, 22.0298, 14.6792)
H (12.7129, 21.3610, 14.6755)
H (11.0512, 20.1688, 15.8739)
C (8.9069, 17.8598, 12.8394)
C (10.3608, 17.4529, 12.6714)
O (11.0680, 17.2531, 13.8853)
H (8.4748, 17.1640, 13.5682)
H (8.3822, 17.8536, 11.8951)
H (8.7688, 18.8985, 13.2604)
H (10.8695, 18.1721, 12.0560)
H (10.5004, 16.4901, 12.1652)
H (11.1175, 18.1429, 14.3320)
C (8.1670, 14.7002, 15.7563)
C (8.3873, 14.3819, 17.1930)
O (9.6355, 13.7494, 17.4417)
H (8.8217, 15.4951, 15.4042)
H (7.1211, 15.0007, 15.6434)
H (8.2359, 13.7785, 15.1938)
H (7.6310, 13.7296, 17.6472)
H (8.3155, 15.3522, 17.7443)
H (10.4062, 14.3155, 17.1501)
C (9.0344, 18.3977, 17.2755)
C (9.6049, 19.3411, 18.3065)
O (10.3706, 20.4130, 17.7271)
H (8.3675, 18.8887, 16.5359)
H (8.4615, 17.6652, 17.8459)
H (9.8128, 17.8229, 16.7884)
H (10.2610, 18.7423, 18.9880)
H (8.7982, 19.8050, 18.8629)
H (10.5802, 21.0319, 18.4328)
C (12.5461, 10.0061, 18.2366)
C (11.8699, 11.3835, 18.1253)
O (10.4938, 11.3504, 18.5499)
H (13.6445, 10.0954, 18.2615)
H (12.1798, 9.3782, 17.4318)
H (12.2228, 9.5695, 19.1911)
H (11.8514, 11.7996, 17.0937)
H (12.4702, 12.0097, 18.7687)
H (10.1268, 12.1823, 18.2248)
C (14.8302, 19.0883, 13.5673)
C (15.7415, 19.3837, 14.7521)
O (17.0359, 19.6301, 14.2789)
H (14.9344, 19.9728, 12.9525)
H (13.8183, 18.7702, 13.8317)
H (15.3058, 18.3199, 12.9827)
H (15.6829, 18.4857, 15.4413)
H (15.3935, 20.3067, 15.2718)
H (17.6546, 19.5830, 15.0302)
C (14.2060, 24.0833, 16.6524)
C (14.9819, 23.3723, 17.7816)
C (14.1531, 22.4896, 18.7173)
O (13.0375, 23.2136, 19.2605)
C (12.5003, 22.5514, 20.4176)
N (16.1108, 22.6010, 17.2625)
H (13.4503, 24.7826, 17.1200)
H (13.7581, 23.3609, 15.9864)
H (14.8134, 24.7349, 16.0022)
H (15.3135, 24.2241, 18.5038)
H (14.8328, 22.2200, 19.5423)
H (13.8292, 21.5402, 18.2462)
H (13.3237, 22.5197, 21.0974)
H (12.1103, 21.5534, 20.2183)
H (11.7362, 23.2101, 20.7834)
H (16.7594, 23.2095, 16.7821)
H (16.5224, 22.0235, 17.9822)
C (17.3563, 18.2445, 18.3599)
C (16.7124, 18.2846, 19.7455)
C (17.7065, 17.8852, 20.8649)
O (18.2287, 16.6002, 20.4751)
C (19.2344, 16.1225, 21.3180)
N (16.2783, 19.6623, 19.9921)
H (16.6591, 18.6371, 17.6379)
H (17.6155, 17.2688, 17.9765)
H (18.2468, 18.8594, 18.3303)
H (15.8588, 17.5806, 19.7559)
H (17.1914, 17.7142, 21.8018)
H (18.5234, 18.6102, 21.0164)
H (19.7002, 15.2570, 20.7788)
H (18.8013, 15.7765, 22.2546)
H (19.9562, 16.9109, 21.4573)
H (15.7221, 19.9486, 19.1849)
H (15.6855, 19.8639, 20.8092)
C (16.0505, 12.6722, 16.2544)
C (16.8074, 12.0840, 17.4066)
C (17.5333, 10.8007, 16.9213)
O (16.5281, 9.9720, 16.2960)
C (17.0341, 8.7565, 15.8194)
N (17.8489, 12.9483, 18.0253)
H (15.6762, 13.6542, 16.5160)
H (15.2466, 12.0132, 15.9446)
H (16.7149, 12.8053, 15.3701)
H (16.1853, 11.7818, 18.2404)
H (17.9940, 10.2712, 17.7196)
H (18.4081, 11.0624, 16.2744)
H (17.4741, 8.1223, 16.6353)
H (17.7930, 8.9735, 15.0358)
H (16.1857, 8.2517, 15.3399)
H (17.5967, 13.6013, 18.7745)
H (18.3028, 13.5330, 17.3160)
C (14.2050, 16.1248, 16.2692)
C (12.9667, 15.8427, 17.1497)
C (12.5377, 17.0024, 17.9648)
O (13.5603, 17.5178, 18.7584)
C (13.0905, 18.3837, 19.7983)
N (11.7771, 15.4715, 16.4048)
H (14.4119, 15.1653, 15.8222)
H (15.1039, 16.4706, 16.8500)
H (13.8855, 16.8636, 15.4792)
H (13.0984, 15.0627, 17.9058)
H (11.7041, 16.6543, 18.5671)
H (12.2267, 17.8123, 17.3477)
H (13.9542, 18.4587, 20.4768)
H (12.3388, 17.8982, 20.3876)
H (12.7804, 19.3684, 19.4494)
H (12.1310, 14.8608, 15.6449)
H (11.3205, 16.2648, 15.9829)
C (12.0951, 12.2317, 11.9895)
C (11.8396, 13.1190, 13.1670)
C (10.6010, 12.6198, 13.9082)
O (10.9064, 11.2919, 14.4671)
C (9.7892, 10.6697, 15.0650)
N (12.8499, 13.1719, 14.1787)
H (11.3441, 12.3906, 11.1864)
H (12.0478, 11.1813, 12.3162)
H (13.0581, 12.3994, 11.5166)
H (11.6799, 14.1642, 12.8694)
H (9.6925, 12.5691, 13.2682)
H (10.3741, 13.3080, 14.7370)
H (8.9843, 10.7382, 14.3286)
H (9.3993, 11.0981, 15.9596)
H (10.1017, 9.6259, 15.2604)
H (12.7952, 12.3301, 14.7118)
H (13.7484, 13.3030, 13.7865)

Atoms 1-3, force components in eV/Å:
C -1.05 -0.17 -1.14
C -0.42 0.83 -0.34
O -0.54 0.25 -0.22

Results
Frontier orbital gap = 9.04 eV
Total energy = -89940.3029 eV
E_LUMO = 0.20 eV
Total charge = 0